Molecular formula: C3H3N3O2
Method: DFT, ωB97M-V/def2-TZVPD

Geometry as XYZ:
```
11
C3H3N3O2 ωB97M-V/def2-TZVPD
O -2.500 -0.157 -0.093
C -1.521 -0.811 -0.323
N -0.180 -0.511 0.481
N 0.970 -1.180 0.196
N 1.758 -0.066 -0.263
C 1.248 1.084 -0.293
C -0.135 0.959 0.146
O -1.017 1.822 0.313
H -1.434 -1.758 -0.930
H 1.324 -1.593 1.336
H 1.488 2.211 -0.572
```

## Properties
LUMO: -0.0145 Ha
E_tot: -11719.982 eV
2S+1: 1
SMILES: O=Cn1[nH]ncc1=O
charge: 0